1.
101
Properties=species:S:1:pos:R:3:lowdin_charge:R:1 method="wB97M-V/def2-TZVPD" orbital_gap_ev=9.27 lumo_ev=0.18 smiles=COC[C@H](C)N.COC[C@H](C)N.COC[C@H](C)N.COC[C@H](C)N.OCCO.OCCO.OCCO.O
O 0.67 2.84 -5.82 -0.06
H 0.77 2.42 -4.97 0.01
H 0.53 3.76 -5.62 0.02
C 6.29 -0.99 -1.60 -0.29
C 7.17 0.27 -1.94 -0.19
O 6.56 0.84 -3.13 -0.08
O 6.64 -2.09 -2.35 -0.06
H 5.24 -0.71 -1.70 0.11
H 6.24 -1.42 -0.60 0.11
H 8.19 -0.05 -2.14 0.11
H 7.11 1.02 -1.16 0.12
H 6.41 0.13 -3.77 0.08
H 7.58 -2.14 -2.18 0.09
C -1.84 4.78 3.26 -0.25
C -3.17 4.21 2.89 -0.22
O -4.10 3.98 4.01 -0.08
O -1.26 4.02 4.33 -0.07
H -1.92 5.86 3.37 0.12
H -1.20 4.52 2.42 0.11
H -3.06 3.21 2.47 0.11
H -3.61 4.80 2.09 0.12
H -3.84 3.21 4.52 0.07
H -0.51 4.43 4.75 0.08
C -8.06 -1.33 2.67 -0.21
C -8.52 -0.41 3.81 -0.23
O -9.14 -1.15 4.84 -0.09
O -6.67 -1.66 2.88 -0.09
H -8.17 -1.00 1.63 0.11
H -8.58 -2.29 2.61 0.11
H -9.47 0.11 3.67 0.12
H -7.72 0.22 4.19 0.12
H -8.48 -1.41 5.49 0.08
H -6.24 -1.74 2.03 0.07
C -1.89 -0.97 5.38 -0.06
C -2.63 -0.87 6.78 -0.39
C -2.01 -1.76 7.98 -0.14
O -1.72 -3.08 7.42 -0.22
C -0.84 -3.89 8.15 -0.13
N -2.70 0.54 7.15 0.01
H -0.84 -0.67 5.32 0.07
H -2.50 -0.36 4.72 0.07
H -1.99 -2.00 5.04 0.07
H -3.67 -1.15 6.59 0.12
H -2.76 -1.87 8.77 0.11
H -1.18 -1.17 8.37 0.11
H 0.15 -3.43 8.12 0.08
H -0.78 -4.87 7.68 0.09
H -1.14 -3.90 9.20 0.08
H -1.98 0.94 6.56 0.05
H -2.43 0.72 8.11 0.06
C 1.36 -6.21 -2.99 -0.06
C 2.67 -6.70 -2.33 -0.49
C 2.84 -8.22 -1.92 -0.18
O 3.99 -8.31 -1.06 -0.22
C 4.71 -9.65 -1.02 -0.04
N 3.64 -6.41 -3.27 0.01
H 1.17 -6.86 -3.85 0.08
H 1.42 -5.17 -3.31 0.07
H 0.70 -6.42 -2.15 0.07
H 2.81 -6.03 -1.48 0.13
H 2.91 -8.75 -2.86 0.12
H 1.97 -8.54 -1.35 0.11
H 5.73 -9.65 -0.66 0.08
H 4.84 -9.95 -2.06 0.07
H 4.09 -10.36 -0.47 0.08
H 4.54 -6.65 -2.87 0.08
H 3.67 -5.41 -3.32 0.08
C -0.37 -0.69 -0.30 -0.08
C -0.73 -0.34 -1.72 -0.41
C -2.26 0.24 -1.81 -0.16
O -3.32 -0.44 -1.15 -0.18
C -3.60 -1.75 -1.58 -0.13
N 0.21 0.70 -2.11 0.02
H -0.30 0.21 0.31 0.08
H 0.57 -1.24 -0.25 0.08
H -1.25 -1.17 0.12 0.07
H -0.69 -1.26 -2.31 0.13
H -2.42 0.56 -2.84 0.12
H -2.26 1.18 -1.27 0.11
H -3.14 -2.53 -0.98 0.07
H -3.12 -2.08 -2.50 0.09
H -4.65 -2.04 -1.58 0.08
H 0.13 1.44 -1.43 0.06
H 1.14 0.35 -1.91 0.06
C 3.40 8.34 -7.21 -0.08
C 2.55 7.39 -6.37 -0.46
C 2.41 7.90 -4.93 -0.20
O 1.54 7.02 -4.20 -0.18
C 1.90 7.03 -2.77 -0.09
N 1.28 7.17 -7.04 0.05
H 3.34 8.01 -8.25 0.07
H 4.46 8.27 -6.98 0.08
H 3.07 9.35 -7.43 0.08
H 3.08 6.44 -6.37 0.13
H 1.85 8.82 -5.10 0.13
H 3.39 8.00 -4.46 0.12
H 1.57 6.10 -2.31 0.07
H 1.47 7.76 -2.08 0.08
H 2.96 6.94 -2.53 0.08
H 0.57 7.21 -6.32 0.06
H 1.23 7.92 -7.70 0.06



2.
99
Properties=species:S:1:pos:R:3:lowdin_charge:R:1 method="wB97M-V/def2-TZVPD" orbital_gap_ev=1.47 charge=+1 lumo_ev=-10.06
Hg -11.53 -20.20 17.06 0.45
C -7.05 -18.53 11.15 -0.05
C -7.12 -19.23 12.50 -0.26
O -7.98 -18.72 13.46 0.18
H -8.00 -18.49 10.62 0.10
H -6.44 -19.02 10.40 0.09
H -6.59 -17.55 11.29 0.10
H -6.09 -19.30 12.84 0.18
H -7.28 -20.28 12.27 0.20
C -5.03 -26.84 11.82 -0.07
C -5.99 -27.72 10.95 -0.32
O -6.70 -28.56 11.82 -0.10
H -4.46 -26.21 11.15 0.06
H -4.35 -27.44 12.42 0.07
H -5.66 -26.27 12.50 0.06
H -5.48 -28.33 10.21 0.10
H -6.81 -27.20 10.45 0.10
H -7.37 -29.02 11.30 0.08
C -9.01 -13.18 6.71 -0.10
C -10.48 -13.39 6.42 -0.31
O -10.87 -12.54 5.32 -0.08
H -8.41 -13.26 5.80 0.08
H -8.63 -14.00 7.32 0.06
H -8.77 -12.28 7.27 0.07
H -11.08 -13.16 7.30 0.11
H -10.68 -14.44 6.17 0.11
H -11.15 -13.13 4.62 0.08
C -13.31 -25.64 13.00 -0.11
C -12.06 -24.81 13.02 -0.31
O -12.55 -23.53 13.48 -0.10
H -14.06 -25.27 12.29 0.08
H -13.80 -25.68 13.97 0.08
H -13.04 -26.65 12.67 0.08
H -11.60 -24.80 12.03 0.10
H -11.33 -25.34 13.64 0.11
H -13.19 -23.30 12.81 0.07
C -14.27 -19.34 9.55 -0.09
C -15.62 -19.26 10.26 -0.34
O -15.96 -20.56 10.69 -0.08
H -14.07 -18.30 9.28 0.07
H -14.40 -19.86 8.60 0.07
H -13.44 -19.75 10.12 0.07
H -16.43 -18.92 9.61 0.11
H -15.59 -18.56 11.10 0.11
H -16.34 -20.35 11.54 0.08
C -2.45 -12.36 7.05 -0.11
C -2.09 -13.07 8.32 -0.32
O -1.47 -12.13 9.20 -0.09
H -1.65 -11.93 6.45 0.08
H -3.31 -11.69 7.10 0.08
H -2.86 -13.14 6.40 0.07
H -1.40 -13.91 8.19 0.11
H -2.99 -13.45 8.80 0.10
H -2.08 -11.39 9.22 0.07
C -7.66 -23.42 5.74 -0.08
C -9.06 -22.89 5.41 -0.36
O -9.39 -23.45 4.20 -0.06
H -7.25 -22.92 6.62 0.06
H -6.93 -23.12 4.99 0.07
H -7.66 -24.51 5.83 0.08
H -9.10 -21.80 5.41 0.10
H -9.80 -23.23 6.14 0.11
H -10.35 -23.44 4.14 0.09
C -3.19 -14.42 16.04 -0.10
C -3.76 -15.32 17.14 -0.31
O -5.18 -15.16 17.20 -0.08
H -2.13 -14.46 15.78 0.07
H -3.41 -13.40 16.36 0.07
H -3.67 -14.63 15.09 0.06
H -3.27 -15.09 18.08 0.11
H -3.52 -16.35 16.86 0.10
H -5.59 -15.69 16.52 0.07
C -11.56 -11.69 13.06 -0.09
C -10.74 -12.95 13.22 -0.33
O -11.40 -13.94 12.44 -0.07
H -12.61 -11.77 13.33 0.08
H -11.51 -11.26 12.07 0.08
H -11.18 -10.92 13.73 0.07
H -10.74 -13.18 14.29 0.10
H -9.68 -12.89 12.97 0.11
H -10.98 -14.77 12.67 0.07
C -0.20 -21.18 9.40 -0.09
C 0.84 -22.11 8.79 -0.34
O 1.26 -21.58 7.56 -0.07
H -0.48 -21.51 10.41 0.07
H -1.09 -21.17 8.78 0.07
H 0.10 -20.13 9.49 0.07
H 0.39 -23.10 8.70 0.11
H 1.72 -22.29 9.42 0.11
H 1.73 -22.30 7.14 0.08
C -6.01 -22.39 18.63 -0.09
C -6.99 -23.53 18.17 -0.30
O -8.29 -23.14 18.61 -0.11
H -6.32 -21.40 18.31 0.06
H -5.00 -22.57 18.25 0.07
H -6.02 -22.40 19.72 0.07
H -6.64 -24.51 18.48 0.11
H -7.05 -23.54 17.08 0.10
H -8.38 -23.35 19.54 0.08



3.
141
Properties=species:S:1:pos:R:3:lowdin_charge:R:1 method="wB97M-V/def2-TZVPD" orbital_gap_ev=9.56 lumo_ev=-0.31
C -6.12 -5.13 -0.71 -0.06
C -4.75 -4.61 -1.13 -0.48
O -4.38 -3.47 -0.34 -0.07
C -4.65 -4.30 -2.62 -0.24
Si -5.66 -2.86 -3.26 0.53
O -4.75 -1.48 -3.13 -0.42
Si -5.22 -0.02 -2.50 0.53
C -4.38 0.16 -0.84 -0.28
C -5.23 -0.27 0.37 -0.17
C -4.55 -0.88 1.59 -0.50
N -3.27 -1.42 1.44 0.15
O -5.12 -0.88 2.67 0.04
H -6.06 -5.55 0.29 0.08
H -6.45 -5.92 -1.38 0.09
H -6.86 -4.33 -0.68 0.07
H -4.02 -5.39 -0.88 0.14
H -5.19 -2.99 -0.14 0.06
H -3.61 -4.03 -2.86 0.08
H -4.90 -5.20 -3.19 0.08
H -5.99 -3.07 -4.68 -0.02
H -6.94 -2.71 -2.51 -0.01
H -4.76 1.04 -3.41 -0.02
H -6.69 0.09 -2.39 -0.01
H -3.46 -0.41 -0.96 0.06
H -4.10 1.21 -0.71 0.08
H -6.01 -1.00 0.09 0.10
H -5.77 0.59 0.74 0.12
H -2.95 -1.42 0.48 0.07
H -3.24 -2.38 1.76 0.10
C -3.90 -2.42 4.89 0.03
N -3.14 -2.88 6.09 -0.44
O -3.56 -2.57 7.19 0.06
O -2.14 -3.54 5.89 0.06
H -4.77 -1.86 5.22 0.09
H -3.23 -1.79 4.31 0.07
H -4.19 -3.30 4.33 0.10
C -0.60 0.18 3.31 0.05
N -0.34 1.63 3.14 -0.44
O 0.79 2.00 2.91 0.07
O -1.31 2.35 3.26 0.06
H 0.32 -0.37 3.19 0.09
H -1.02 0.04 4.30 0.10
H -1.34 -0.10 2.55 0.07
C -2.36 -0.03 -6.00 0.04
N -2.66 1.18 -5.20 -0.45
O -1.95 1.45 -4.25 0.05
O -3.64 1.82 -5.53 0.04
H -1.47 -0.50 -5.59 0.08
H -3.22 -0.68 -5.92 0.09
H -2.21 0.29 -7.02 0.08
C 4.02 1.87 2.64 0.03
N 5.37 1.31 2.40 -0.43
O 5.75 0.37 3.07 0.09
O 6.05 1.83 1.52 0.02
H 3.55 1.30 3.44 0.09
H 4.14 2.91 2.90 0.08
H 3.47 1.78 1.71 0.08
C 9.00 2.14 0.36 0.05
N 10.35 1.58 0.12 -0.43
O 10.72 0.64 0.79 0.07
O 11.01 2.11 -0.76 0.04
H 8.51 1.58 1.15 0.08
H 9.13 3.19 0.63 0.11
H 8.45 2.06 -0.57 0.10
C -2.19 -5.10 -6.16 0.03
N -3.40 -4.22 -6.13 -0.43
O -3.27 -3.10 -5.67 0.03
O -4.43 -4.68 -6.57 0.06
H -1.37 -4.54 -5.73 0.09
H -2.42 -5.98 -5.57 0.10
H -2.01 -5.36 -7.19 0.08
C 4.98 3.22 -1.61 0.05
N 3.61 3.29 -1.02 -0.43
O 3.52 3.62 0.14 0.07
O 2.69 2.99 -1.75 0.06
H 5.69 3.49 -0.83 0.08
H 5.14 2.20 -1.94 0.10
H 5.01 3.90 -2.45 0.10
C -5.93 -0.72 8.21 0.04
N -7.41 -0.61 8.11 -0.45
O -8.06 -1.64 8.08 0.06
O -7.88 0.51 8.05 0.05
H -5.66 -1.77 8.25 0.08
H -5.51 -0.23 7.34 0.08
H -5.63 -0.19 9.11 0.11
C 11.07 3.10 -3.72 0.04
N 10.06 3.59 -4.69 -0.46
O 10.39 4.45 -5.48 0.07
O 8.95 3.10 -4.61 0.05
H 12.00 3.62 -3.89 0.10
H 10.69 3.29 -2.72 0.07
H 11.18 2.03 -3.88 0.10
C -3.31 3.40 5.96 0.04
N -3.44 2.54 7.15 -0.44
O -3.42 1.33 6.99 0.04
O -3.58 3.09 8.22 0.07
H -3.20 2.77 5.08 0.08
H -4.20 4.01 5.90 0.06
H -2.42 4.02 6.10 0.11
C -8.06 5.27 5.89 0.05
N -6.74 4.78 5.44 -0.44
O -6.34 3.72 5.88 0.06
O -6.13 5.47 4.65 0.07
H -8.47 4.55 6.59 0.10
H -7.90 6.24 6.37 0.10
H -8.68 5.38 5.01 0.10
C 1.26 0.73 -3.11 0.03
N 0.70 -0.58 -3.54 -0.45
O -0.40 -0.87 -3.14 0.06
O 1.37 -1.25 -4.29 0.05
H 0.54 1.22 -2.47 0.09
H 2.19 0.53 -2.60 0.09
H 1.45 1.31 -4.01 0.10
C 4.35 5.76 6.08 0.05
N 3.59 4.51 5.83 -0.44
O 2.58 4.32 6.46 0.09
O 4.05 3.74 5.00 0.04
H 3.82 6.33 6.83 0.09
H 5.34 5.48 6.40 0.10
H 4.40 6.30 5.13 0.10
C 13.20 0.59 2.94 0.04
N 13.78 1.35 4.08 -0.46
O 14.60 2.21 3.84 0.06
O 13.38 1.06 5.19 0.06
H 13.65 0.96 2.03 0.09
H 13.43 -0.46 3.10 0.10
H 12.13 0.75 2.95 0.08
C 2.22 -6.42 -6.41 0.05
N 0.77 -6.64 -6.14 -0.44
O 0.39 -6.55 -4.99 0.07
O 0.07 -6.90 -7.10 0.06
H 2.71 -6.20 -5.46 0.10
H 2.61 -7.33 -6.86 0.10
H 2.29 -5.59 -7.10 0.10
C -2.00 -1.54 -10.77 0.05
N -1.64 -1.98 -9.40 -0.44
O -1.78 -3.16 -9.12 0.07
O -1.24 -1.13 -8.63 0.06
H -2.34 -2.40 -11.32 0.10
H -2.78 -0.79 -10.67 0.10
H -1.11 -1.11 -11.21 0.10



4.
110
Properties=species:S:1:pos:R:3:lowdin_charge:R:1 method="wB97M-V/def2-TZVPD" orbital_gap_ev=9.29 lumo_ev=0.01 smiles="COC[C@H](C)N.COC[C@H](C)N.NC(N)=O.NC(N)=O.OCCO.OCCO.OCCO.OCCO.OCCO.OCCO"
C 3.31 0.08 -18.33 -0.06
C 3.60 0.89 -19.62 -0.40
C 3.99 -0.05 -20.80 -0.19
O 4.13 0.72 -21.99 -0.21
C 4.38 0.06 -23.16 -0.13
N 2.37 1.57 -20.01 0.04
H 2.64 0.59 -17.63 0.08
H 4.23 -0.10 -17.78 0.07
H 2.88 -0.90 -18.54 0.07
H 4.40 1.61 -19.49 0.13
H 3.21 -0.81 -20.90 0.12
H 4.87 -0.68 -20.67 0.12
H 5.24 -0.61 -23.10 0.09
H 4.26 0.60 -24.10 0.08
H 3.50 -0.58 -23.26 0.08
H 2.47 1.54 -21.01 0.05
H 1.65 0.87 -19.94 0.06
C 10.08 -0.90 -32.24 -0.04
C 10.51 -1.44 -30.86 -0.40
C 11.68 -0.77 -30.18 -0.21
O 12.79 -0.63 -31.08 -0.17
C 13.97 -0.29 -30.38 -0.13
N 9.35 -1.56 -29.97 0.06
H 10.99 -1.02 -32.84 0.07
H 9.87 0.17 -32.21 0.08
H 9.29 -1.46 -32.75 0.07
H 10.94 -2.43 -30.98 0.14
H 12.02 -1.42 -29.37 0.12
H 11.34 0.19 -29.81 0.12
H 13.83 0.42 -29.56 0.08
H 14.71 0.23 -30.98 0.09
H 14.43 -1.13 -29.85 0.08
H 9.45 -2.32 -29.31 0.05
H 9.04 -0.78 -29.41 0.05
C 2.27 -4.50 -27.95 -0.25
C 3.50 -3.81 -28.62 -0.20
O 3.79 -2.57 -27.98 -0.08
O 1.05 -3.88 -28.22 -0.05
H 2.36 -4.45 -26.86 0.11
H 2.20 -5.59 -28.03 0.12
H 3.25 -3.66 -29.67 0.12
H 4.40 -4.43 -28.63 0.12
H 2.98 -2.06 -28.05 0.08
H 1.19 -2.95 -28.01 0.07
C 7.99 4.18 -30.18 -0.29
C 8.97 3.54 -29.22 -0.22
O 8.73 4.09 -27.93 -0.09
O 8.30 5.49 -30.34 -0.03
H 6.93 4.01 -29.96 0.11
H 8.03 3.67 -31.15 0.12
H 10.00 3.68 -29.55 0.12
H 8.81 2.47 -29.14 0.10
H 9.13 3.56 -27.24 0.01
H 8.01 6.05 -29.61 0.09
C 8.59 -2.44 -25.77 -0.20
C 8.03 -3.62 -26.63 -0.25
O 8.59 -3.68 -27.89 -0.08
O 9.82 -2.92 -25.32 -0.07
H 8.00 -2.13 -24.91 0.12
H 8.67 -1.57 -26.43 0.09
H 7.00 -3.31 -26.82 0.09
H 7.90 -4.66 -26.33 0.12
H 8.02 -4.03 -28.58 0.09
H 10.48 -2.89 -26.02 0.08
C 5.32 -0.06 -31.82 -0.25
C 6.71 -0.72 -31.85 -0.22
O 6.78 -1.87 -30.99 -0.11
O 5.20 1.16 -32.51 -0.06
H 4.82 0.00 -30.85 0.09
H 4.58 -0.67 -32.35 0.12
H 7.47 0.02 -31.62 0.11
H 6.91 -1.01 -32.89 0.11
H 7.70 -2.14 -30.94 0.03
H 5.09 0.93 -33.44 0.09
C 5.87 3.50 -25.05 -0.20
C 5.73 4.69 -26.05 -0.22
O 5.70 4.30 -27.38 -0.07
O 7.09 2.84 -25.24 -0.09
H 5.06 2.80 -25.21 0.11
H 5.96 3.85 -24.02 0.12
H 6.64 5.30 -26.03 0.12
H 4.84 5.29 -25.86 0.13
H 6.62 4.36 -27.64 0.06
H 7.87 3.36 -25.04 0.10
C 3.85 2.14 -29.15 -0.24
C 3.12 3.13 -30.06 -0.22
O 1.68 3.09 -29.92 -0.07
O 3.71 2.41 -27.76 -0.08
H 4.91 2.26 -29.41 0.11
H 3.53 1.11 -29.33 0.10
H 3.44 3.02 -31.10 0.11
H 3.37 4.15 -29.76 0.12
H 1.36 2.23 -30.21 0.07
H 4.28 3.17 -27.60 0.02
C 10.88 1.55 -26.34 -0.77
O 10.41 2.64 -26.59 0.05
N 10.49 0.46 -26.96 0.20
N 11.88 1.34 -25.61 0.19
H 9.63 0.39 -27.48 0.06
H 11.03 -0.36 -26.71 0.10
H 12.41 2.01 -25.08 0.13
H 12.37 0.48 -25.81 0.12
C 6.81 0.01 -27.70 -0.68
O 7.93 0.33 -28.12 -0.04
N 6.14 -0.92 -28.34 0.21
N 6.15 0.62 -26.73 0.22
H 6.60 -1.06 -29.23 0.07
H 5.23 -1.33 -28.20 0.07
H 6.54 1.42 -26.25 0.06
H 5.18 0.41 -26.56 0.10